[1]
{"formula": "C39H35N2O4S", "method": "ωB97M-V/def2-TZVPD", "total_charge": 1, "total_energy_ha": -2315.6028, "multiplicity": 1, "orbital_gap_ev": 6.87, "species": ["C", "C", "C", "C", "C", "C", "C", "C", "C", "C", "N", "N", "C", "S", "H", "H", "H", "H", "H", "H", "H", "H", "H", "H", "H", "H", "H", "H", "H", "H", "H", "H", "H", "C", "C", "C", "C", "C", "C", "C", "O", "C", "C", "C", "C", "C", "C", "C", "O", "H", "H", "H", "H", "H", "H", "H", "H", "C", "C", "C", "C", "C", "C", "C", "O", "C", "C", "C", "C", "C", "C", "C", "O", "H", "H", "H", "H", "H", "H", "H", "H"], "xyz": [[5.506, -1.333, 1.029], [5.105, -2.727, 0.528], [4.774, -2.816, -0.973], [3.274, -2.735, -1.318], [3.019, -2.466, -2.814], [2.495, -1.767, -0.457], [2.674, -0.388, -0.484], [3.663, 0.344, -1.341], [2.955, 1.139, -2.458], [1.844, 0.420, 0.326], [0.916, -0.037, 1.125], [0.797, -1.343, 1.148], [1.499, -2.227, 0.424], [1.118, -3.925, 0.707], [5.990, -0.754, 0.240], [4.653, -0.764, 1.411], [6.209, -1.413, 1.861], [4.257, -3.109, 1.108], [5.933, -3.411, 0.723], [5.355, -2.084, -1.541], [5.101, -3.797, -1.329], [2.868, -3.729, -1.121], [1.964, -2.257, -3.005], [3.628, -1.647, -3.198], [3.278, -3.362, -3.382], [4.202, 1.044, -0.694], [4.411, -0.330, -1.754], [3.674, 1.341, -3.255], [2.624, 2.111, -2.090], [2.105, 0.604, -2.883], [1.958, 1.499, 0.314], [0.086, -1.688, 1.788], [-0.170, -3.887, 0.331], [-0.377, 3.680, -1.043], [-0.148, 2.669, -1.971], [-0.203, 2.936, -3.327], [-0.488, 4.222, -3.765], [-0.729, 5.235, -2.838], [-0.667, 4.963, -1.477], [-1.070, 6.622, -3.284], [-1.266, 7.499, -2.473], [-1.160, 6.873, -4.749], [-1.517, 8.141, -5.190], [-1.597, 8.402, -6.548], [-1.314, 7.401, -7.471], [-0.958, 6.135, -7.037], [-0.885, 5.864, -5.676], [-0.522, 4.491, -5.235], [-0.258, 3.612, -6.027], [-0.335, 3.470, 0.019], [0.062, 1.662, -1.629], [-0.027, 2.162, -4.062], [-0.853, 5.763, -0.774], [-1.731, 8.910, -4.462], [-1.879, 9.388, -6.890], [-1.372, 7.610, -8.530], [-0.738, 5.346, -7.743], [-7.281, -4.423, 4.621], [-7.166, -4.612, 5.994], [-5.952, -4.405, 6.628], [-4.843, -4.013, 5.889], [-4.956, -3.834, 4.506], [-6.179, -4.035, 3.878], [-3.781, -3.444, 3.686], [-3.855, -3.279, 2.486], [-2.476, -3.264, 4.390], [-1.357, -2.937, 3.636], [-0.135, -2.760, 4.261], [-0.022, -2.891, 5.641], [-1.137, -3.216, 6.394], [-2.364, -3.411, 5.769], [-3.554, -3.783, 6.598], [-3.456, -3.890, 7.798], [-8.232, -4.580, 4.132], [-8.027, -4.922, 6.570], [-5.850, -4.543, 7.695], [-6.253, -3.887, 2.809], [-1.474, -2.840, 2.562], [0.750, -2.519, 3.682], [0.934, -2.745, 6.126], [-1.072, -3.328, 7.467]]}

---

[2]
{"formula": "C29H58B6F24N9O", "method": "ωB97M-V/def2-TZVPD", "total_charge": -1, "total_energy_ha": -4254.9936, "e_above_lowest_kj_mol": 0.00, "multiplicity": 1, "orbital_gap_ev": 7.09, "species": ["C", "C", "N", "C", "C", "N", "C", "C", "H", "H", "H", "H", "H", "H", "H", "H", "H", "H", "H", "C", "C", "N", "C", "C", "N", "C", "C", "H", "H", "H", "H", "H", "H", "H", "H", "H", "H", "H", "C", "C", "N", "C", "C", "N", "C", "C", "H", "H", "H", "H", "H", "H", "H", "H", "H", "H", "H", "C", "C", "N", "C", "C", "N", "C", "C", "H", "H", "H", "H", "H", "H", "H", "H", "H", "H", "H", "C", "N", "C", "C", "C", "C", "O", "H", "H", "H", "H", "H", "H", "H", "H", "H", "H", "H", "H", "H", "H", "B", "F", "F", "F", "F", "B", "F", "F", "F", "F", "B", "F", "F", "F", "F", "B", "F", "F", "F", "F", "B", "F", "F", "F", "F", "B", "F", "F", "F", "F"], "xyz": [[-16.103, 15.329, -13.812], [-16.116, 14.887, -15.280], [-14.814, 14.875, -15.856], [-14.567, 15.605, -17.047], [-13.263, 15.361, -17.436], [-12.668, 14.521, -16.464], [-13.637, 14.250, -15.494], [-11.315, 13.946, -16.539], [-17.043, 14.981, -13.384], [-15.958, 16.377, -13.550], [-15.333, 14.814, -13.238], [-16.778, 15.517, -15.873], [-16.551, 13.888, -15.281], [-15.253, 16.370, -17.380], [-12.841, 15.944, -18.241], [-13.636, 13.553, -14.669], [-11.190, 13.494, -17.523], [-11.300, 13.203, -15.741], [-10.606, 14.726, -16.265], [-10.166, 10.982, -20.432], [-10.972, 12.197, -20.813], [-10.605, 12.708, -22.097], [-11.134, 12.258, -23.355], [-10.714, 13.234, -24.362], [-9.912, 14.201, -23.667], [-9.961, 13.926, -22.376], [-9.460, 15.548, -24.121], [-9.093, 11.174, -20.447], [-10.307, 10.239, -21.218], [-10.542, 10.581, -19.491], [-10.945, 13.044, -20.127], [-12.023, 11.973, -20.992], [-11.731, 11.381, -23.558], [-11.027, 13.403, -25.381], [-9.663, 14.581, -21.571], [-8.743, 15.545, -24.942], [-9.030, 16.106, -23.290], [-10.363, 16.072, -24.433], [-13.414, 20.819, -28.994], [-13.771, 19.684, -28.054], [-12.601, 19.401, -27.214], [-11.566, 18.593, -27.616], [-10.716, 18.299, -26.491], [-11.245, 18.960, -25.427], [-12.360, 19.667, -25.893], [-10.734, 18.946, -24.074], [-13.418, 21.752, -28.430], [-14.128, 20.939, -29.809], [-12.530, 20.483, -29.537], [-13.869, 18.784, -28.661], [-14.682, 19.897, -27.496], [-11.692, 18.102, -28.570], [-9.734, 17.849, -26.447], [-13.004, 20.212, -25.219], [-11.369, 18.479, -23.321], [-10.776, 19.952, -23.657], [-9.733, 18.521, -23.997], [-11.492, 8.072, -24.109], [-12.763, 7.499, -23.321], [-12.721, 7.761, -21.900], [-13.379, 8.832, -21.317], [-12.855, 8.785, -19.970], [-11.887, 7.759, -19.884], [-11.943, 7.085, -21.055], [-10.903, 7.488, -18.843], [-11.431, 9.144, -23.921], [-11.622, 8.042, -25.191], [-10.488, 7.728, -23.859], [-12.771, 6.417, -23.452], [-13.777, 7.655, -23.687], [-14.171, 9.432, -21.741], [-13.135, 9.442, -19.159], [-11.356, 6.225, -21.341], [-10.711, 6.417, -18.777], [-11.449, 7.793, -17.950], [-9.930, 7.954, -18.996], [-14.571, 14.897, -22.649], [-15.239, 16.248, -23.190], [-16.773, 16.388, -23.015], [-14.632, 17.489, -22.527], [-14.953, 16.450, -24.723], [-13.650, 15.783, -25.229], [-13.491, 16.280, -26.567], [-14.914, 14.851, -21.615], [-13.482, 14.936, -22.671], [-14.968, 14.111, -23.291], [-17.139, 17.373, -23.307], [-17.074, 16.264, -21.975], [-17.249, 15.664, -23.677], [-14.799, 17.174, -21.497], [-15.268, 18.328, -22.809], [-13.590, 17.606, -22.824], [-15.019, 17.480, -25.073], [-15.756, 15.870, -25.178], [-13.741, 14.697, -25.199], [-12.759, 16.069, -24.670], [-12.720, 15.811, -26.895], [-7.614, 13.414, -18.404], [-8.352, 13.406, -19.523], [-8.180, 14.196, -17.434], [-7.510, 12.179, -17.869], [-6.423, 13.830, -18.637], [-8.447, 6.725, -21.343], [-9.138, 5.743, -20.564], [-9.173, 7.951, -21.197], [-7.151, 6.903, -20.901], [-8.555, 6.215, -22.654], [-10.291, 14.460, -27.898], [-10.528, 14.041, -29.149], [-9.499, 15.521, -27.792], [-11.495, 14.799, -27.260], [-9.589, 13.488, -27.181], [-14.482, 11.009, -23.664], [-15.509, 10.224, -23.319], [-14.816, 11.986, -24.610], [-14.019, 11.632, -22.555], [-13.562, 10.145, -24.215], [-11.681, 17.125, -20.474], [-11.196, 18.372, -20.969], [-10.880, 16.628, -19.489], [-12.891, 17.384, -20.005], [-11.625, 16.233, -21.520], [-6.132, 16.890, -23.585], [-6.588, 17.222, -24.821], [-7.153, 17.093, -22.756], [-5.892, 15.503, -23.644], [-5.009, 17.513, -23.148]]}

---

[3]
{"formula": "C32H17Cl56NOS", "method": "ωB97M-V/def2-TZVPD", "total_charge": 0, "total_energy_ha": -27528.2078, "multiplicity": 1, "orbital_gap_ev": 8.07, "species": ["C", "C", "C", "N", "C", "C", "C", "C", "C", "C", "S", "C", "C", "C", "C", "C", "C", "C", "C", "O", "C", "H", "H", "H", "H", "H", "H", "H", "H", "H", "H", "H", "H", "H", "H", "H", "H", "H", "C", "Cl", "Cl", "Cl", "Cl", "C", "Cl", "Cl", "Cl", "Cl", "C", "Cl", "Cl", "Cl", "Cl", "C", "Cl", "Cl", "Cl", "Cl", "C", "Cl", "Cl", "Cl", "Cl", "C", "Cl", "Cl", "Cl", "Cl", "C", "Cl", "Cl", "Cl", "Cl", "C", "Cl", "Cl", "Cl", "Cl", "C", "Cl", "Cl", "Cl", "Cl", "C", "Cl", "Cl", "Cl", "Cl", "C", "Cl", "Cl", "Cl", "Cl", "C", "Cl", "Cl", "Cl", "Cl", "C", "Cl", "Cl", "Cl", "Cl", "C", "Cl", "Cl", "Cl", "Cl"], "xyz": [[2.158, -2.556, -1.114], [1.867, -1.578, -0.455], [1.189, -0.374, 0.160], [0.961, 0.594, -0.939], [2.212, 1.103, -1.439], [2.715, 0.637, -2.663], [3.923, 1.159, -3.140], [4.673, 2.129, -2.464], [4.186, 2.580, -1.225], [2.980, 2.068, -0.744], [2.263, 2.636, 0.818], [0.522, 2.716, 0.334], [-0.304, 3.744, 0.779], [-1.636, 3.787, 0.346], [-2.080, 2.772, -0.524], [-1.248, 1.713, -0.950], [-1.691, 0.576, -1.920], [-3.156, 0.687, -2.431], [-4.134, -0.130, -1.547], [-4.285, 0.393, -0.225], [0.094, 1.671, -0.515], [2.746, -3.413, -1.484], [0.262, -0.710, 0.647], [1.871, -0.008, 0.951], [2.166, -0.127, -3.222], [4.298, 0.769, -4.097], [5.607, 2.546, -2.853], [4.701, 3.347, -0.631], [0.145, 4.479, 1.457], [-2.279, 4.623, 0.675], [-3.126, 2.883, -0.843], [-1.544, -0.418, -1.467], [-1.043, 0.721, -2.808], [-3.482, 1.736, -2.578], [-3.204, 0.219, -3.440], [-5.148, -0.190, -1.984], [-3.732, -1.153, -1.404], [-4.601, 1.301, -0.289], [-0.243, 0.431, 4.012], [-0.783, 1.574, 5.247], [-0.927, -1.166, 4.357], [-0.790, 0.984, 2.424], [1.525, 0.330, 4.027], [-2.850, 6.742, 3.066], [-2.897, 8.473, 3.425], [-3.495, 6.457, 1.438], [-1.181, 6.170, 3.155], [-3.837, 5.873, 4.246], [-7.140, -2.072, -4.376], [-6.990, -0.339, -4.039], [-8.368, -2.772, -3.313], [-7.616, -2.307, -6.063], [-5.583, -2.863, -4.084], [-3.181, 5.029, 8.060], [-1.971, 3.891, 7.461], [-2.726, 6.674, 7.591], [-4.744, 4.607, 7.343], [-3.288, 4.929, 9.822], [-6.796, 3.731, -0.912], [-7.862, 2.679, 0.023], [-6.798, 3.246, -2.617], [-7.352, 5.404, -0.783], [-5.149, 3.597, -0.259], [5.779, -5.003, -0.524], [5.768, -6.262, 0.715], [4.184, -4.213, -0.600], [6.996, -3.789, -0.114], [6.166, -5.722, -2.096], [7.821, -1.439, 3.349], [8.253, -1.061, 1.673], [9.076, -0.824, 4.433], [6.272, -0.679, 3.742], [7.683, -3.193, 3.541], [0.098, -4.527, -4.399], [-0.941, -3.290, -5.137], [1.474, -4.867, -5.457], [0.677, -3.915, -2.846], [-0.833, -6.013, -4.152], [1.933, -7.493, -0.698], [3.068, -8.348, 0.352], [0.807, -8.660, -1.409], [1.030, -6.303, 0.251], [2.810, -6.661, -1.995], [-3.666, -1.170, -7.966], [-2.408, -1.958, -6.996], [-4.775, -2.395, -8.597], [-4.560, -0.027, -6.951], [-2.915, -0.302, -9.311], [-5.968, -0.056, 3.496], [-7.075, 0.410, 4.798], [-6.654, -1.415, 2.595], [-5.729, 1.311, 2.405], [-4.408, -0.532, 4.187], [2.044, -1.841, -8.296], [2.599, -0.426, -9.205], [2.735, -1.796, -6.667], [0.277, -1.818, -8.193], [2.570, -3.316, -9.122], [12.763, 0.044, 5.491], [12.370, 1.147, 6.818], [12.006, -1.530, 5.791], [12.163, 0.716, 3.969], [14.518, -0.158, 5.392], [-1.562, -0.973, 8.341], [-2.790, -0.987, 7.063], [-0.175, -1.954, 7.847], [-1.034, 0.691, 8.630], [-2.255, -1.639, 9.827]]}

---

Number 1 is which compound?
C39H35N2O4S

---

multiplicity of number 1 (C39H35N2O4S)?
1